No. 1
{
  "formula": "C30H45ClN8OPRhTe",
  "method": "ωB97M-V/def2-TZVPD",
  "symbols": ["Rh", "C", "Te", "C", "H", "H", "H", "H", "H", "H", "N", "C", "C", "C", "C", "N", "C", "C", "H", "H", "H", "H", "C", "C", "C", "C", "C", "O", "C", "C", "C", "C", "C", "C", "Cl", "C", "C", "C", "N", "C", "N", "C", "N", "H", "H", "H", "H", "H", "H", "H", "H", "H", "H", "H", "H", "H", "H", "H", "H", "H", "H", "H", "H", "H", "H", "C", "N", "C", "N", "C", "N", "C", "P", "C", "C", "H", "H", "H", "H", "H", "H", "H", "H", "H", "H", "H", "H", "H"],
  "positions_angstrom": [[-0.113, -2.317, 0.987], [-0.344, -3.831, 4.505], [-1.386, -2.314, 3.401], [-0.470, -0.634, 4.380], [0.713, -3.582, 4.567], [-0.483, -4.784, 4.001], [-0.775, -3.889, 5.504], [-0.820, -0.595, 5.411], [-0.789, 0.266, 3.862], [0.614, -0.721, 4.352], [-4.181, -8.096, -1.716], [-3.532, -7.212, -1.399], [-2.757, -6.101, -0.959], [-1.460, -5.880, -1.426], [-0.756, -4.795, -0.930], [-1.274, -3.943, -0.047], [-2.524, -4.137, 0.377], [-3.297, -5.208, -0.032], [-1.012, -6.540, -2.153], [0.258, -4.603, -1.259], [-2.935, -3.404, 1.064], [-4.295, -5.344, 0.361], [0.247, 6.406, -0.609], [-0.868, 5.501, -0.078], [-0.855, 5.613, 1.467], [-2.222, 6.037, -0.529], [-0.595, 3.994, -0.470], [0.443, 3.460, 0.326], [-0.117, 3.782, -1.949], [-1.010, 4.211, -3.116], [-2.071, 3.272, -3.572], [-3.386, 3.724, -3.786], [-4.354, 2.888, -4.289], [-4.034, 1.557, -4.616], [-5.216, 0.534, -5.266], [-2.717, 1.096, -4.424], [-1.765, 1.937, -3.906], [-1.821, 3.096, -0.171], [-1.504, 1.690, -0.224], [-0.754, 0.942, 0.586], [-0.776, -0.322, 0.162], [-1.575, -0.280, -0.938], [-2.012, 0.922, -1.184], [0.155, 7.393, -0.160], [0.182, 6.552, -1.686], [1.243, 6.042, -0.361], [-1.065, 6.641, 1.747], [0.111, 5.346, 1.883], [-1.623, 4.993, 1.919], [-2.305, 7.073, -0.204], [-3.054, 5.490, -0.095], [-2.345, 6.061, -1.608], [1.174, 4.093, 0.362], [0.105, 2.714, -2.031], [0.832, 4.311, -2.037], [-0.334, 4.321, -3.977], [-1.414, 5.210, -2.954], [-3.645, 4.746, -3.557], [-5.361, 3.245, -4.441], [-2.459, 0.091, -4.716], [-0.748, 1.586, -3.815], [-2.613, 3.256, -0.904], [-2.194, 3.325, 0.830], [-0.200, 1.326, 1.420], [-1.816, -1.125, -1.555], [5.160, -3.714, 0.331], [4.559, -4.130, 1.672], [4.951, -3.077, 2.706], [4.547, -1.791, 2.275], [5.136, -1.432, 0.998], [4.738, -2.406, -0.002], [3.357, -2.306, -0.383], [2.224, -2.651, 1.082], [3.087, -4.266, 1.579], [3.128, -1.563, 2.328], [4.833, -4.429, -0.429], [6.249, -3.750, 0.416], [4.963, -5.034, 1.944], [6.035, -3.108, 2.833], [4.470, -3.329, 3.658], [6.224, -1.401, 1.079], [4.784, -0.439, 0.711], [3.146, -3.016, -1.188], [3.150, -1.304, -0.772], [2.846, -5.043, 0.843], [2.696, -4.607, 2.544], [2.761, -1.777, 3.338], [2.913, -0.512, 2.110]],
  "mulliken_charge": [0.052, -0.965, 0.480, -0.875, 0.250, 0.380, 0.397, 0.411, 0.263, 0.266, -0.256, -0.339, 0.723, -0.583, -0.503, 0.173, -0.493, -0.759, 0.530, 0.568, 0.626, 0.520, -1.756, 1.211, -1.665, -1.525, 2.013, -0.671, -1.639, -1.192, 0.226, -0.211, -0.730, 0.381, -0.021, -0.736, -0.067, -2.103, 1.114, -0.892, 0.406, -0.957, -0.804, 0.515, 0.329, 0.389, 0.501, 0.344, 0.355, 0.545, 0.350, 0.305, 0.578, 0.596, 0.538, 0.432, 0.557, 0.505, 0.484, 0.524, 0.556, 0.269, 0.560, 0.704, 0.563, -0.788, 0.074, -0.814, 0.228, -0.873, 0.217, -1.067, 1.920, -1.105, -1.082, 0.393, 0.356, 0.368, 0.351, 0.383, 0.299, 0.391, 0.449, 0.524, 0.504, 0.539, 0.494, 0.495],
  "total_charge": 4,
  "spin_multiplicity": 5,
  "orbital_gap_ha": [0.3311, 0.2231],
  "lumo_energy_ev": [-9.70, -12.77]
}

No. 2
{
  "formula": "C50H54N2O27",
  "method": "ωB97M-V/def2-TZVPD",
  "symbols": ["C", "C", "C", "C", "C", "C", "C", "C", "N", "C", "O", "C", "C", "C", "O", "O", "C", "C", "N", "H", "H", "H", "H", "H", "H", "H", "H", "H", "H", "H", "H", "H", "H", "H", "H", "H", "H", "H", "H", "H", "H", "H", "H", "H", "H", "H", "H", "H", "H", "C", "C", "C", "O", "C", "C", "C", "O", "O", "O", "H", "H", "H", "H", "C", "C", "C", "O", "C", "C", "C", "O", "O", "O", "H", "H", "H", "H", "C", "C", "C", "O", "C", "C", "C", "O", "O", "O", "H", "H", "H", "H", "C", "C", "C", "O", "C", "C", "C", "O", "O", "O", "H", "H", "H", "H", "C", "C", "C", "O", "C", "C", "C", "O", "O", "O", "H", "H", "H", "H", "C", "C", "C", "O", "C", "C", "C", "O", "O", "O", "H", "H", "H", "H"],
  "positions_angstrom": [[4.124, 1.895, 2.672], [2.793, 2.650, 2.205], [3.196, 4.082, 1.564], [1.917, 5.066, 1.433], [1.708, 5.512, -0.112], [0.141, 5.944, -0.217], [-0.803, 4.628, -0.387], [-2.111, 4.756, 0.559], [-3.349, 4.616, -0.257], [-3.638, 3.216, -0.664], [-3.343, 2.215, 0.321], [-4.343, 2.150, 1.364], [-4.852, 0.670, 1.706], [-4.501, 5.299, 0.323], [-5.341, 5.799, -0.468], [-4.755, 5.388, 1.727], [-4.912, 6.786, 2.117], [-4.117, 7.163, 3.473], [-3.849, 6.009, 4.374], [4.644, 2.474, 3.522], [4.871, 1.925, 1.796], [3.935, 0.826, 3.030], [2.215, 2.097, 1.386], [2.052, 2.821, 3.062], [3.737, 3.968, 0.564], [3.956, 4.542, 2.297], [2.074, 5.994, 2.089], [0.983, 4.547, 1.863], [1.982, 4.690, -0.847], [2.299, 6.475, -0.250], [-0.074, 6.517, 0.747], [-0.036, 6.693, -1.074], [-1.177, 4.682, -1.474], [-0.192, 3.692, -0.188], [-2.096, 5.846, 0.937], [-2.064, 4.106, 1.492], [-3.020, 2.967, -1.602], [-4.734, 3.203, -1.026], [-5.264, 2.800, 1.163], [-3.865, 2.588, 2.318], [-5.882, 0.544, 1.206], [-5.076, 0.659, 2.836], [-4.110, -0.136, 1.412], [-4.424, 7.405, 1.276], [-6.008, 7.091, 2.275], [-4.812, 7.878, 4.055], [-3.164, 7.759, 3.241], [-4.626, 5.339, 4.381], [-2.976, 5.572, 4.038], [-4.770, -1.729, -1.538], [-5.401, -2.627, -0.776], [-5.724, -3.989, -1.287], [-6.284, -4.787, -0.556], [-5.353, -4.312, -2.668], [-4.725, -3.414, -3.430], [-4.377, -2.061, -2.911], [-3.787, -1.274, -3.631], [-4.377, -3.701, -4.714], [-5.774, -2.334, 0.499], [-4.527, -0.738, -1.179], [-5.609, -5.298, -3.033], [-3.937, -2.896, -5.051], [-6.209, -3.143, 0.836], [-9.645, -5.039, 0.354], [-10.821, -5.513, -0.062], [-11.954, -5.720, 0.885], [-13.020, -6.137, 0.467], [-11.731, -5.413, 2.302], [-10.553, -4.942, 2.717], [-9.430, -4.709, 1.766], [-8.373, -4.260, 2.179], [-10.330, -4.654, 4.028], [-11.035, -5.826, -1.367], [-8.815, -4.882, -0.322], [-12.555, -5.584, 2.981], [-9.410, -4.330, 4.069], [-11.958, -6.144, -1.410], [8.720, -1.145, 3.648], [7.694, -0.941, 2.816], [7.617, 0.288, 1.961], [6.680, 0.460, 1.186], [8.693, 1.274, 2.089], [9.715, 1.067, 2.924], [9.804, -0.167, 3.753], [10.762, -0.329, 4.490], [10.715, 1.975, 3.052], [6.691, -1.841, 2.721], [8.789, -2.028, 4.269], [8.620, 2.166, 1.482], [11.330, 1.596, 3.711], [6.070, -1.479, 2.057], [-6.002, -6.141, -6.527], [-6.632, -7.037, -5.766], [-6.957, -8.399, -6.275], [-7.517, -9.198, -5.544], [-6.585, -8.723, -7.656], [-5.957, -7.825, -8.419], [-5.609, -6.472, -7.900], [-5.019, -5.684, -8.619], [-5.609, -8.109, -9.702], [-7.005, -6.741, -4.491], [-5.759, -5.149, -6.167], [-6.842, -9.709, -8.020], [-5.169, -7.303, -10.036], [-7.440, -7.547, -4.152], [16.057, 0.680, 1.127], [15.179, 0.700, 2.131], [14.319, 1.891, 2.388], [13.515, 1.866, 3.304], [14.484, 3.060, 1.519], [15.365, 3.041, 0.516], [16.205, 1.840, 0.242], [16.986, 1.853, -0.693], [15.532, 4.117, -0.297], [15.031, -0.366, 2.962], [16.685, -0.178, 0.928], [13.867, 3.923, 1.727], [16.220, 3.853, -0.938], [14.338, -0.105, 3.600], [2.712, -2.482, -0.382], [1.743, -2.114, -1.221], [1.810, -0.826, -1.967], [0.915, -0.532, -2.740], [2.964, 0.044, -1.731], [3.936, -0.320, -0.887], [3.878, -1.623, -0.164], [4.781, -1.940, 0.582], [5.007, 0.498, -0.670], [0.655, -2.899, -1.432], [2.676, -3.416, 0.164], [2.991, 0.984, -2.266], [5.618, 0.057, -0.012], [0.106, -2.413, -2.079]],
  "mulliken_charge": [-0.895, -0.301, -0.597, -0.305, -0.708, -0.867, -0.483, -0.100, 0.304, -0.788, -0.272, 0.088, -1.040, 0.241, -0.599, -0.138, -0.336, -0.516, -0.639, 0.348, 0.102, 0.299, 0.141, 0.336, 0.327, 0.232, 0.311, 0.097, 0.319, 0.320, 0.314, 0.387, 0.364, 0.192, 0.222, 0.127, 0.244, 0.421, 0.207, 0.148, 0.214, 0.418, 0.184, 0.267, 0.337, 0.306, 0.264, 0.272, 0.275, -0.827, 0.274, 1.027, -0.601, -1.092, 0.387, 0.880, -0.641, -0.505, -0.493, 0.555, 0.427, 0.327, 0.259, -0.799, 0.360, 0.785, -0.611, -0.909, 0.300, 1.049, -0.630, -0.575, -0.558, 0.472, 0.414, 0.347, 0.348, -0.953, 0.370, 0.751, -0.397, -1.014, 0.401, 1.042, -0.608, -0.566, -0.573, 0.452, 0.474, 0.318, 0.269, -0.847, 0.296, 0.915, -0.625, -0.914, 0.362, 0.918, -0.614, -0.558, -0.435, 0.426, 0.413, 0.350, 0.315, -0.899, 0.419, 0.963, -0.649, -0.989, 0.428, 0.896, -0.604, -0.566, -0.562, 0.419, 0.441, 0.349, 0.340, -1.055, 0.291, 1.083, -0.639, -0.705, 0.410, 0.810, -0.615, -0.572, -0.572, 0.458, 0.463, 0.357, 0.318],
  "spin_multiplicity": 1,
  "orbital_gap_ha": 0.2776,
  "lumo_energy_ev": -1.84,
  "smiles": "CCCCCCCCN(COCC)C(=O)OCCN.O=C1C=C(O)C(=O)C=C1O.O=C1C=C(O)C(=O)C=C1O.O=C1C=C(O)C(=O)C=C1O.O=C1C=C(O)C(=O)C=C1O.O=C1C=C(O)C(=O)C=C1O.O=C1C=C(O)C(=O)C=C1O"
}

The calculation returns the following energy values, one per record and in order: -77881.06023, -110981.30859 eV.